A structure of composition C16H39B3FNO9, computed with ωB97M-V with the def2-TZVPD basis set.

Atoms and positions in Å:
C1 4.280718 -3.804050 2.803803
C2 3.536170 -2.548282 2.400921
F1 3.087881 -1.887056 3.559912
C3 2.330394 -2.793818 1.498292
B1 1.403480 -3.973902 1.965749
O1 1.559856 -5.290704 1.603824
B2 0.342727 -5.920949 1.790470
O2 -0.773017 -5.235298 1.327295
B3 -0.854856 -4.054832 2.024986
C4 -2.090637 -3.096783 2.086147
N1 -2.614420 -3.181771 3.475207
O3 0.281962 -3.697846 2.760397
H1 5.337959 -3.585217 2.869785
H2 4.111544 -4.628659 2.126754
H3 3.959608 -4.081941 3.799622
H4 4.195973 -1.852795 1.890450
H5 1.726772 -1.892643 1.530408
H6 2.661435 -2.911263 0.470963
H7 0.249607 -6.949764 2.366422
H8 -1.742369 -2.083089 1.893421
H9 -2.855420 -3.370875 1.372468
H10 -3.472434 -2.654783 3.554268
H11 -1.911641 -2.793340 4.089974
C5 -6.981744 1.517403 -0.333489
O4 -5.655670 1.915241 -0.602728
C6 -4.821275 1.930948 0.542714
C7 -3.414170 1.483159 0.215365
O5 -3.251839 0.097467 -0.038817
C8 -3.780461 -0.441370 -1.240711
C9 -3.057631 -0.012105 -2.498675
O6 -3.361491 1.327020 -2.847027
C10 -2.268986 2.028413 -3.398411
H12 -7.534541 2.306808 0.187793
H13 -7.464831 1.322603 -1.289656
H14 -7.008199 0.597056 0.260255
H15 -5.228705 1.286484 1.329514
H16 -4.776169 2.961343 0.919228
H17 -2.801793 1.670233 1.101374
H18 -2.991405 2.080705 -0.594292
H19 -4.853932 -0.262832 -1.320716
H20 -3.640429 -1.521082 -1.144492
H21 -3.378681 -0.662677 -3.323204
H22 -1.978736 -0.139726 -2.353706
H23 -1.376820 1.940974 -2.767356
H24 -2.547129 3.079249 -3.455018
H25 -2.034800 1.670106 -4.407385
C11 3.654765 4.734800 -3.083861
O7 3.052060 3.537640 -2.644349
C12 3.724546 2.367766 -3.078230
C13 3.700451 1.285402 -2.021755
O8 4.545458 1.518360 -0.907570
C14 4.178964 2.519475 0.029445
C15 2.984187 2.173507 0.888354
O9 1.772875 2.271236 0.156840
C16 0.829006 1.285687 0.505997
H26 3.474622 4.900623 -4.151879
H27 3.206799 5.551968 -2.520675
H28 4.732714 4.731958 -2.889267
H29 4.764974 2.590254 -3.338307
H30 3.211972 1.989139 -3.972799
H31 4.098387 0.379787 -2.486537
H32 2.678410 1.063203 -1.708456
H33 4.049773 3.490413 -0.451636
H34 5.040380 2.601320 0.696399
H35 2.937214 2.882447 1.725369
H36 3.113644 1.163792 1.294127
H37 1.273865 0.283905 0.478679
H38 0.020935 1.318487 -0.224256
H39 0.412140 1.473071 1.502267

Forces on the atoms, in the same order (eV/Å):
C 0.199 0.489 0.272
C -0.225 0.010 -0.389
F 0.113 -0.119 -0.113
C -0.200 -0.134 0.516
B 0.400 0.422 0.457
O -0.228 -0.067 0.118
B 0.153 -0.399 -0.518
O -0.118 -0.331 0.421
B -0.362 0.301 0.413
C 0.221 -0.075 0.553
N 0.067 -0.400 -0.398
O 0.033 0.383 -0.813
H 0.313 -0.143 -0.004
H -0.005 -0.161 -0.214
H -0.211 -0.235 0.193
H 0.161 0.200 0.075
H -0.092 0.288 -0.046
H 0.186 -0.247 -0.144
H 0.010 -0.211 -0.208
H -0.074 0.253 -0.472
H -0.236 -0.024 -0.095
H 0.086 0.158 0.156
H -0.201 0.100 0.197
C 0.066 0.136 -0.088
O 0.042 -0.340 0.011
C -0.071 0.137 -0.170
C 0.249 0.114 -0.009
O -0.040 -0.094 0.089
C -0.024 -0.102 0.023
C -0.184 0.087 -0.183
O 0.152 0.087 0.264
C -0.114 -0.028 -0.076
H -0.045 -0.070 0.069
H 0.000 0.061 -0.013
H -0.024 0.025 0.048
H -0.023 -0.020 -0.002
H 0.056 -0.060 0.180
H -0.032 -0.002 0.025
H -0.164 0.037 -0.094
H 0.012 0.175 -0.089
H 0.027 0.004 0.021
H 0.115 -0.131 0.047
H 0.017 0.009 0.021
H 0.018 -0.024 -0.026
H -0.047 -0.013 -0.030
H 0.086 0.000 0.018
C -0.162 -0.051 -0.005
O 0.235 0.022 0.218
C -0.255 0.069 -0.046
C -0.035 -0.135 0.000
O 0.069 -0.032 -0.003
C 0.107 0.061 0.035
C -0.163 0.209 -0.004
O 0.100 -0.232 -0.194
C -0.070 0.123 0.022
H 0.101 0.030 -0.017
H -0.054 -0.007 -0.031
H 0.015 -0.002 -0.056
H 0.016 0.026 0.015
H 0.151 -0.088 -0.062
H 0.025 0.004 0.003
H -0.054 0.181 0.000
H -0.178 -0.029 -0.045
H 0.010 -0.029 -0.004
H 0.119 -0.092 0.091
H -0.011 -0.020 -0.009
H -0.012 -0.005 0.063
H -0.014 0.075 0.017
H -0.004 -0.124 0.022

Output
Kohn-Sham gap in eV: 9.71
LUMO in hartree: 0.0185
Largest force on an atom in eV Å⁻¹: 0.899
HOMO level in eV: -9.205
Energy in a.u.: -1539.49959



A cluster of 2 separate species, C28H37N3O9 in total, computed with ωB97M-V with the def2-TZVPD basis set.

Atoms and positions in Å:
C1 -5.308248 2.004432 -4.822657
C2 -4.929151 2.008302 -3.344105
C3 -3.441054 1.773241 -3.113262
O1 -2.925883 0.673844 -3.836395
C4 -3.102691 -0.555547 -3.156943
C5 -2.086660 -0.734814 -2.048126
C6 -0.728734 -0.520036 -2.292969
O2 -0.271210 -0.170621 -3.523673
C7 0.173865 -1.245553 -4.359788
C8 -0.841062 -1.615522 -5.440800
C9 0.206630 -0.619069 -1.259093
N1 1.573041 -0.342255 -1.583164
C10 2.292349 -1.233148 -1.992058
O3 2.985508 -2.067475 -2.414177
C11 -0.152329 -0.935651 0.046109
C12 0.867964 -0.977173 1.154551
C13 1.811179 0.219821 1.176080
O4 1.424139 1.298035 0.823589
N2 3.142925 0.036134 1.658672
C14 3.195209 -0.725225 2.909950
C15 4.037211 -0.507813 0.639146
C16 -1.505292 -1.193724 0.280533
C17 -2.448500 -1.096099 -0.751566
C18 -3.862308 -1.394518 -0.385239
O5 -4.653147 -1.952659 -1.107031
C19 -4.249481 -0.983520 0.992102
O6 -5.562349 -0.603202 1.148862
N3 -6.413274 -1.525303 1.885767
O7 -6.022621 -2.610373 1.906040
C20 -3.374527 -1.034508 1.995789
C21 -3.642613 -0.693328 3.433379
C22 -4.376671 0.640447 3.664934
C23 -4.020807 1.747413 2.676641
C24 -2.013447 -1.543223 1.640799
O8 -1.393224 -2.210905 2.436283
H1 -4.621589 2.641702 -5.378245
H2 -5.255377 0.990111 -5.209668
H3 -6.321338 2.384149 -4.939013
H4 -5.164084 2.977617 -2.897162
H5 -5.518881 1.277807 -2.784250
H6 -2.888978 2.650458 -3.455328
H7 -3.246774 1.691805 -2.036897
H8 -3.041428 -1.370303 -3.874804
H9 -4.108080 -0.591667 -2.746219
H10 0.394393 -2.116257 -3.739049
H11 1.105407 -0.927334 -4.824777
H12 -1.365315 -2.532138 -5.167508
H13 -1.588825 -0.831714 -5.535442
H14 -0.349499 -1.799343 -6.392601
H15 0.368314 -0.951189 2.118664
H16 1.411119 -1.923420 1.128782
H17 4.228305 -1.020747 3.073201
H18 2.583535 -1.633775 2.917408
H19 2.906205 -0.091514 3.746876
H20 4.988649 -0.733331 1.114563
H21 3.653770 -1.413875 0.155134
H22 4.229808 0.253187 -0.116572
H23 -4.195203 -1.520235 3.885185
H24 -2.677489 -0.669234 3.937052
H25 -5.450430 0.455664 3.647359
H26 -4.134560 0.980665 4.670662
H27 -2.959157 1.766293 2.429828
H28 -4.623623 1.710962 1.772755
H29 -4.242324 2.710546 3.139414
C25 8.826917 1.012950 2.564588
C26 8.028931 2.303164 2.740569
C27 6.598201 1.806183 2.582089
O9 6.586093 0.461611 3.071260
C28 7.925333 -0.002218 3.254547
H30 9.825753 1.050323 2.996321
H31 8.922774 0.773999 1.503154
H32 8.181363 2.702682 3.745514
H33 8.285499 3.080647 2.023013
H34 6.292638 1.798254 1.530472
H35 5.874731 2.396011 3.144434
H36 8.134004 -0.052697 4.328591
H37 8.016474 -1.006204 2.837921

Forces on the atoms, in the same order (eV/Å):
C 0.019 -0.004 0.512
C 0.054 0.004 0.102
C -0.151 0.468 -0.006
O 0.127 -0.313 -0.019
C -0.246 0.344 0.110
C -0.026 -0.255 0.061
C 0.139 0.015 0.103
O -0.125 0.015 -0.072
C 0.049 -0.171 -0.217
C -0.155 -0.277 0.365
C 0.125 0.305 -0.172
N 0.025 -0.694 0.062
C -0.240 -0.109 -0.310
O 0.145 0.365 0.186
C -0.285 0.019 0.326
C 0.180 -0.006 -0.100
C 0.066 0.282 -0.264
O -0.035 0.184 -0.072
N -0.039 -0.364 0.403
C 0.191 -0.009 -0.060
C 0.022 0.344 -0.047
C 0.079 0.127 -0.128
C 0.104 0.027 0.019
C 0.146 -0.074 0.048
O -0.169 0.098 -0.118
C -0.155 0.025 -0.054
O 0.315 0.151 0.252
N -0.409 -0.274 -0.284
O 0.168 0.064 0.252
C -0.110 0.151 -0.025
C 0.103 -0.038 -0.036
C -0.050 -0.233 -0.206
C -0.180 0.419 0.373
C -0.141 -0.018 -0.200
O 0.141 0.061 0.158
H -0.019 -0.015 -0.160
H 0.016 0.021 -0.208
H -0.052 -0.036 -0.160
H -0.012 0.037 0.024
H -0.060 -0.078 -0.084
H 0.072 -0.043 -0.110
H 0.120 -0.175 0.006
H 0.122 0.063 -0.119
H -0.036 -0.130 0.044
H 0.077 -0.033 0.036
H 0.049 0.186 0.112
H -0.076 -0.011 -0.038
H 0.139 0.173 -0.196
H -0.004 0.103 -0.087
H -0.049 -0.174 0.050
H 0.081 -0.007 0.003
H 0.052 0.055 0.082
H -0.015 -0.047 -0.015
H -0.146 0.016 0.003
H 0.029 -0.046 0.035
H 0.072 -0.129 0.054
H -0.120 -0.040 -0.133
H -0.005 0.005 0.128
H 0.045 -0.056 0.020
H -0.075 0.167 -0.006
H -0.005 -0.111 0.098
H 0.034 -0.110 -0.107
H 0.159 -0.194 -0.157
H 0.003 0.048 -0.023
C -0.025 0.003 -0.092
C 0.018 -0.016 0.096
C -0.005 -0.009 -0.093
O -0.036 -0.081 -0.025
C 0.012 0.059 0.078
H -0.003 0.011 0.018
H 0.003 -0.012 0.004
H -0.010 0.009 -0.003
H 0.002 -0.013 -0.021
H -0.002 0.047 0.000
H -0.033 -0.043 0.010
H 0.045 -0.015 -0.010
H -0.045 -0.008 -0.002

Output
Kohn-Sham gap in eV: 7.96
LUMO in hartree: -0.0374
Largest force on an atom in eV Å⁻¹: 0.698
HOMO level in eV: -8.976
Energy in a.u.: -1930.40667